1.
25
Properties=species:S:1:pos:R:3:forces:R:3:mulliken_charge:R:1 method="wB97M-V/def2-TZVPD" homo_ha=-0.3352 smiles="CN=P(F)(N(C)C)N(C)C" gap_ev=10.0
P 0.217141 0.489321 0.268477 -0.7 -2.2 2.8 0.854
F 0.753327 0.137313 2.174629 -1.2 0.6 -3.5 -0.590
N 1.579899 -0.067526 -0.461539 -1.4 -1.3 0.7 0.074
N -0.090343 1.932073 -0.139722 0.3 -1.0 0.8 -0.467
N -1.044581 -0.702164 0.205656 2.9 0.9 1.7 0.199
C 2.504103 0.954263 -0.715773 0.5 3.1 0.7 -0.945
C 1.978763 -1.395187 0.022528 0.1 1.6 3.3 -0.696
C -1.165502 -1.939857 0.976053 0.3 -0.9 -0.1 -1.067
C -1.933540 -0.572281 -0.853039 -0.3 1.5 -3.1 -1.323
C -1.357898 2.550694 0.074697 -1.4 -0.3 -2.8 -0.904
H -1.890178 -1.357919 -1.598215 0.1 -0.6 0.0 0.416
H -2.096980 2.025373 0.641509 -0.2 -0.7 0.9 0.327
H -1.752502 0.336268 -1.449120 0.7 -0.2 0.1 0.323
H -1.284277 3.537919 0.466659 0.2 0.8 0.1 0.323
H -0.295114 -2.247345 1.594823 -0.3 0.4 -0.9 0.349
H 3.096634 1.291426 0.245912 -0.9 -0.6 -1.9 0.260
H 3.140837 0.655534 -1.518989 0.8 -0.1 -0.4 0.389
H -2.945109 -0.345661 -0.659811 -1.6 -0.5 1.2 0.425
H 2.408309 -1.257670 1.119468 -0.7 -0.4 -2.0 0.276
H 2.746679 -1.870255 -0.554015 -0.1 -0.3 -0.7 0.342
H -1.922909 -1.855075 1.686659 -1.4 0.7 1.5 0.360
H -1.873835 2.546748 -0.965111 0.7 0.7 1.4 0.275
H 1.828203 1.812329 -1.100305 1.8 -1.0 0.7 0.338
H 1.003439 -1.871377 0.158750 0.9 -0.9 -0.4 0.108
H -1.604566 -2.786939 0.379817 1.2 0.7 -0.2 0.354

=====

2.
17
Properties=species:S:1:pos:R:3:forces:R:3:mulliken_charge:R:1 method="wB97M-V/def2-TZVPD" homo_ha=-0.0923 gap_ev=6.1 charge=-1
S 1.228639 0.279741 -2.837202 -0.9 0.0 0.2 -0.683
O -1.720315 -1.653954 1.993138 -0.5 0.6 -0.7 -0.666
O -1.641457 -1.796389 -1.047830 -0.5 0.7 -1.0 -0.631
C 0.806406 1.141002 -0.184365 -2.0 2.9 -1.9 -0.102
C 0.602957 1.212507 1.317643 -0.7 -1.8 0.0 -0.876
C 1.445175 0.085850 -1.008486 2.7 -0.8 -1.0 -0.830
H 0.789967 2.176809 1.741602 0.8 0.4 0.3 0.334
H 1.251528 2.146393 -0.508682 -0.4 -1.4 0.2 0.219
H -1.973502 -2.134573 -1.894796 0.1 -0.5 0.4 0.294
H 2.534571 0.278444 -1.030026 -0.2 -0.5 0.8 0.259
H 1.296444 -0.982793 -0.769277 -0.3 0.6 0.4 0.283
H -1.405364 -0.910194 -1.390446 0.5 -0.1 0.5 0.292
H 1.082627 0.363150 1.832341 0.1 0.6 0.2 0.341
H -0.473168 1.101371 1.466415 -0.1 -0.2 0.4 0.066
H -0.226253 1.203674 -0.660216 0.8 0.2 0.6 0.075
H -1.445025 -0.735993 1.852436 0.3 -0.1 0.5 0.302
H -2.153231 -1.775040 1.127756 0.2 -0.6 0.2 0.323

=====

3.
89
Properties=species:S:1:pos:R:3:forces:R:3:mulliken_charge:R:1 method="wB97M-V/def2-TZVPD" multiplicity=3 homo_ha="-0.4506 / -0.4744" gap_ev="7.0 / 7.2" s_squared=2.014 charge=+2
Mo -0.011695 0.800664 -0.535954 0.5 0.4 -1.0 1.073
P -0.564739 -1.047370 2.232326 0.0 0.0 0.0 1.590
Si 0.011925 -1.081560 -2.229850 -0.2 0.1 0.3 0.704
O -1.652736 1.749365 -1.372321 -0.2 -0.1 0.4 -0.822
O 0.619289 2.567653 -2.280375 0.0 0.0 0.2 0.008
O 2.000710 1.226511 -0.678966 -0.4 0.4 0.7 -0.695
N 2.256376 2.908804 0.857359 0.0 -0.1 -0.2 0.235
N -2.929484 3.233765 -2.484178 0.3 0.0 0.0 0.184
N -0.338501 -0.092990 0.945840 -0.4 -0.2 0.5 -0.376
C 0.243893 -0.305906 -3.902796 -0.1 -0.1 -0.1 0.514
C -2.685789 -0.999840 4.022790 0.0 0.0 0.0 -0.411
C 2.095793 -1.626414 2.126940 0.0 0.0 0.1 0.213
C -0.796009 -0.416093 -4.833283 0.1 0.1 0.0 -0.438
C 1.883984 2.473723 -0.328131 0.4 -0.4 -0.2 0.557
C 1.483659 1.011372 -5.509777 0.0 0.0 0.0 -0.759
C -4.157113 2.795262 -1.826060 -0.1 -0.1 0.1 -1.033
C 1.382011 0.421601 -4.260414 0.1 0.0 0.0 -0.056
C 3.569134 -2.915152 -1.142706 0.0 0.1 -0.1 -0.845
C 1.781757 -4.396100 -0.518244 0.0 0.0 0.0 -0.538
C -2.883138 -3.817170 0.439170 0.0 0.1 0.0 -0.816
C 3.529226 -1.837331 4.046768 0.0 0.0 -0.1 -0.724
C 3.137058 -4.105775 -0.575848 0.0 0.0 0.0 -0.643
C -1.257036 -5.020172 1.750969 0.0 0.0 0.0 -0.686
C 0.441384 0.895303 -6.421644 0.0 0.0 0.0 -0.550
C 2.643468 -2.017118 -1.654211 0.0 -0.1 0.0 -0.138
C -1.445251 1.060086 3.748566 0.0 0.0 0.0 -0.407
C 3.341861 -1.886651 2.667892 0.0 0.0 0.0 -0.699
C 1.034095 -1.307876 2.982688 0.1 -0.1 -0.2 0.320
C -1.763943 2.701060 -2.190205 0.0 0.0 -0.4 0.837
C -2.344472 -2.616282 0.865583 0.1 0.0 0.0 -0.396
C 2.474772 -1.529218 4.890200 -0.1 0.0 0.0 -0.779
C 1.217085 -1.266499 4.360424 0.0 0.0 0.0 -0.701
C 1.272972 -2.298031 -1.608464 0.1 0.0 -0.1 0.436
C -0.498146 3.167453 -2.902503 0.0 0.0 -0.1 -1.137
C -0.699710 0.182436 -6.082710 0.0 0.0 0.0 -0.633
C -3.483895 -0.380379 4.974444 0.0 0.0 0.0 -0.781
C -2.243300 1.668619 4.699315 0.0 0.0 0.0 -0.742
C -1.252389 -2.619787 1.736261 0.0 0.0 -0.1 0.630
C -0.706025 -3.820937 2.181411 -0.1 0.1 0.0 -0.418
C 2.188662 4.312139 1.261028 0.0 0.1 0.0 -0.994
C -3.262087 0.945043 5.309910 0.0 0.0 0.0 -0.557
C 0.854072 -3.499448 -1.028270 0.1 0.1 0.0 -0.192
C -2.335886 -5.016439 0.880885 0.0 0.0 0.0 -0.559
C -1.667396 -0.276818 3.408770 0.1 0.1 0.0 0.025
C 2.848832 1.992143 1.835454 -0.1 -0.1 0.0 -0.912
C 1.460512 3.385708 -1.468471 -0.1 0.1 0.0 -0.549
C -3.082712 4.296332 -3.478997 0.0 0.1 -0.1 -0.993
H 1.944944 -1.674197 1.051715 0.0 0.0 0.0 -0.026
H 3.893639 2.258832 1.989220 0.0 0.0 0.0 0.425
H 3.092922 4.847759 0.970746 0.0 0.0 0.0 0.357
H -2.991174 5.280675 -3.018394 0.0 0.0 0.0 0.309
H 2.997059 -1.094548 -2.099376 0.0 0.0 0.0 0.159
H 0.947465 4.290934 -1.141082 0.0 -0.1 0.0 0.576
H -4.277966 -0.934259 5.455108 0.0 0.0 0.0 0.447
H 0.524408 1.348229 -7.400394 0.0 0.0 0.0 0.429
H -0.646229 1.610363 3.263700 0.0 0.0 0.0 0.323
H 2.362570 3.670644 -2.022870 -0.1 0.0 0.0 0.261
H 0.143270 -3.820836 2.851757 0.0 0.0 0.0 0.444
H -0.201386 -3.743795 -0.990118 0.0 0.0 0.0 0.402
H 2.379123 1.554562 -5.780105 0.0 0.0 0.0 0.440
H 2.627981 -1.499386 5.959964 0.0 0.0 0.0 0.441
H -0.525592 2.802916 -3.935725 0.0 0.0 0.0 0.311
H 1.317510 4.808877 0.841474 0.0 0.0 0.0 0.360
H 2.102257 4.346140 2.344100 0.0 0.0 0.0 0.364
H -0.841182 -5.957587 2.094522 0.0 0.0 0.0 0.505
H 1.448249 -5.330111 -0.086561 0.0 0.0 0.0 0.494
H 0.387334 -1.027112 5.012092 0.0 0.0 0.1 0.502
H -2.760820 -1.677306 0.518529 0.0 0.0 0.0 0.481
H 2.198811 0.538947 -3.554203 0.0 0.0 -0.1 0.165
H 2.773400 0.967960 1.484345 0.0 0.1 0.0 0.064
H -2.851423 -2.036599 3.760856 0.0 0.0 0.0 0.474
H -4.075262 4.211546 -3.914707 0.0 0.0 0.0 0.357
H -3.885347 1.420573 6.054508 0.0 0.0 0.0 0.414
H -1.683416 -0.985975 -4.584726 0.0 0.0 0.0 0.384
H -4.663794 3.662703 -1.404118 0.0 0.0 0.0 0.383
H -1.505520 0.074471 -6.796647 0.0 0.0 0.0 0.445
H -1.341425 -1.692276 -2.188868 0.0 0.0 0.0 -0.304
H -2.358794 4.199881 -4.284482 0.0 0.0 0.0 0.393
H 3.857199 -4.814457 -0.190024 0.0 0.0 0.0 0.449
H 4.167492 -2.138857 2.016514 0.0 0.0 0.0 0.518
H -2.076507 2.700962 4.973189 0.0 0.0 0.0 0.446
H 4.505285 -2.048833 4.462001 0.0 0.0 0.0 0.436
H 4.625641 -2.691435 -1.200049 0.0 0.0 0.0 0.481
H -0.417435 4.255295 -2.916847 0.0 0.0 0.0 0.620
H -4.810318 2.323565 -2.559216 0.0 0.0 0.0 0.356
H 2.314688 2.084734 2.782067 0.0 0.0 0.0 0.414
H -2.756383 -5.954547 0.544707 0.0 0.0 0.0 0.409
H -3.925058 2.085950 -1.037424 0.0 0.1 0.0 0.298
H -3.727250 -3.822085 -0.235788 0.0 0.0 0.0 0.446

=====

4.
12
Properties=species:S:1:pos:R:3:forces:R:3:mulliken_charge:R:1 method="wB97M-V/def2-TZVPD" homo_ha=-0.3109 smiles="C=C1N2N[C@]12C" gap_ev=9.4
N -0.598642 1.668856 -0.361303 0.9 3.8 -1.1 -0.430
N -0.976493 0.687590 0.696635 0.1 0.8 1.4 -0.388
C 0.060726 0.456528 -0.381777 4.6 -1.8 1.4 0.374
C -1.092276 -0.409639 -0.153630 1.0 0.3 -0.3 0.476
C 1.869972 0.228920 0.091176 -3.4 1.3 -5.3 -0.880
C -1.702807 -1.568153 -0.102660 -1.8 2.6 1.5 -0.897
H 2.326834 1.168669 0.378884 -0.3 0.0 0.1 0.326
H 0.133833 2.472577 -0.021424 -2.3 -2.6 -0.2 0.276
H -2.634591 -1.640374 0.442129 0.1 0.1 0.4 0.233
H 2.305377 -0.175227 -0.900962 -0.5 0.5 2.0 0.247
H -1.384110 -2.424552 -0.496637 1.4 -3.0 -2.1 0.320
H 1.692177 -0.465192 0.809573 0.2 -2.0 2.2 0.343

=====

Q: Which relative energy (zero: lowest compared OMol25 entry of this formula, charge and spin) values were calculated for the entries above? A: 0.924; 1.404; 0.000; 6.562, in eV.
Q: Which molecular weight values were calculated for the entries above? A: 167.168; 111.186; 743.772; 82.106, in g/mol.
Q: Which energy values were calculated for the entries above? A: -21903.320; -18219.910; -69710.322; -7219.029, in eV.